# 1
Here is a molecular structure, C4H7O2Tm at a distorted geometry from OMol25. Energies are from ωB97M-V/def2-TZVPD.

energy above the lowest of the compared OMol25 structures with the same formula, charge and spin	1.514	eV
largest force on an atom	4.5	eV/Å
LUMO energy (spin up / spin down)	-3.60 / -6.76	eV
E	-1391.81426	hartree

The geometry in ORCA input format:
```
! wB97M-V def2-TZVPD RIJCOSX def2/J DEFGRID3
* xyz 1 4
O 1.49290 -0.05100 1.49491
C 0.74136 1.00243 1.51180
C -0.61294 1.05481 1.25332
H -1.06707 2.00661 0.96988
H 1.29818 1.93966 1.32089
H -1.23704 0.37754 1.84433
Tm 2.86630 -1.21605 -0.02740
C -0.82931 -1.14591 -1.37491
C 0.03530 -0.06809 -1.41280
O -1.39316 -1.75250 -0.29820
H -0.78855 -1.85150 -2.21518
H 0.33123 0.95746 -1.18235
H 0.55240 -0.06110 -2.38089
H -1.38960 -1.19235 0.49661
*
```


# 2
Here is 2 unconnected molecules or ions with the total composition C4H7O3 at a distorted geometry from OMol25. Energies are from ωB97M-V/def2-TZVPD.

energy above the lowest of the compared OMol25 structures with the same formula, charge and spin	0.488	eV
largest force on an atom	1.3	eV/Å
LUMO energy	4.17	eV
E	-382.39076	hartree

The geometry in ORCA input format:
```
! wB97M-V def2-TZVPD RIJCOSX def2/J DEFGRID3
* xyz -1 1
O -1.10369 0.37170 0.79743
C -0.33547 1.18419 0.23125
O 0.59381 0.93850 -0.57472
C -0.68202 2.67995 0.41452
H 0.15202 3.30608 0.10213
H -1.60439 2.92984 -0.10459
H -0.83781 2.93776 1.47019
O -0.22728 -2.86186 -1.76133
C 0.02018 -1.95313 -0.99168
C 0.96524 -2.14004 0.17468
H -0.50251 -0.99776 -1.03546
H 0.33407 -2.15281 1.06355
H 1.60374 -1.25193 0.22326
H 1.62414 -2.99049 -0.00922
*
```


# 3
Here is 2 unconnected molecules or ions with the total composition C4H7O3P at a distorted geometry from OMol25. Energies are from ωB97M-V/def2-TZVPD.

energy above the lowest of the compared OMol25 structures with the same formula, charge and spin	3.154	eV
largest force on an atom	4.6	eV/Å
LUMO energy	6.46	eV
E	-723.60022	hartree

The geometry in ORCA input format:
```
! wB97M-V def2-TZVPD RIJCOSX def2/J DEFGRID3
* xyz -2 1
C -3.94282 1.14123 0.52652
C -2.61097 0.93855 0.51022
C 1.21005 -0.29456 -0.69559
C 0.44397 -1.50067 -0.24958
O 3.11975 1.69853 -0.17262
O 3.10043 -0.37282 1.23355
O 2.47687 -0.65722 -1.31374
P 2.65704 0.34745 0.08799
H -3.93892 2.26165 0.81375
H 0.58036 0.19813 -1.29855
H -2.31301 -0.03314 0.19629
H -1.77352 1.60577 0.74413
H -0.56320 -1.18978 -0.32341
H 0.93271 -1.75278 0.77012
H 0.62126 -2.39034 -0.82908
*
```


# 4
Here is a molecular structure, C4H7O3Pb at a distorted geometry from OMol25. Energies are from ωB97M-V/def2-TZVPD.

energy above the lowest of the compared OMol25 structures with the same formula, charge and spin	0.000	eV
largest force on an atom	5.8	eV/Å
LUMO energy	-5.41	eV
E	-574.84742	hartree

The geometry in ORCA input format:
```
! wB97M-V def2-TZVPD RIJCOSX def2/J DEFGRID3
* xyz 1 1
H -0.74487 -2.00683 1.39073
O 1.72517 -1.23506 -0.52345
C 0.68060 -1.79476 -0.18254
C -0.27020 -1.19158 0.82838
O -1.28037 -0.52830 0.11514
C -0.86221 0.56414 -0.70673
C -0.27095 1.73375 0.07952
O 1.08375 1.63881 0.34802
Pb 2.59437 0.52668 0.09593
H 0.45171 -2.78826 -0.60151
H 0.24437 -0.51204 1.52283
H -1.81660 0.72359 -1.29775
H -0.19890 0.38406 -1.57223
H -0.84503 1.84542 1.02110
H -0.49083 2.64039 -0.51745
*
```


# 5
Here is a molecular structure, C4H7O3Rb at a distorted geometry from OMol25. Energies are from ωB97M-V/def2-TZVPD.

energy above the lowest of the compared OMol25 structures with the same formula, charge and spin	0.000	eV
largest force on an atom	3.5	eV/Å
LUMO energy (spin up / spin down)	1.60 / 1.61	eV
E	-406.20205	hartree

The geometry in ORCA input format:
```
! wB97M-V def2-TZVPD RIJCOSX def2/J DEFGRID3
* xyz -1 2
H -1.44790 1.41221 0.85078
Rb 2.05535 2.85130 -0.12320
O -0.06374 0.68397 -0.43492
O -1.20824 -0.65221 0.98959
C 0.69802 -0.76444 -0.31261
C 1.84645 -0.57674 0.69407
O 2.54832 0.59692 0.51827
C -1.33574 0.47746 0.25215
H -0.10672 -1.38481 -0.73481
H 1.26115 -1.26810 -1.13031
H 2.50206 -1.47415 0.59435
H 1.44406 -0.65200 1.73262
C -2.43745 0.31281 -0.75052
H -3.18103 1.09668 -0.90997
H -2.57458 -0.65890 -1.23550
*
```


# 6
Here is a molecular structure, C4H7O3Sn at a distorted geometry from OMol25. Energies are from ωB97M-V/def2-TZVPD.

energy above the lowest of the compared OMol25 structures with the same formula, charge and spin	1.982	eV
largest force on an atom	5.6	eV/Å
LUMO energy (spin up / spin down)	0.11 / -0.31	eV
E	-596.45930	hartree

The geometry in ORCA input format:
```
! wB97M-V def2-TZVPD RIJCOSX def2/J DEFGRID3
* xyz 0 2
H -0.33117 -0.00289 -2.92987
O 0.70820 0.38116 0.83220
C 0.05638 -0.50698 0.15080
O 0.00207 -1.68256 0.54963
Sn -1.26988 -2.20998 -0.90638
O -0.71077 -0.23566 -0.91880
C 0.05726 0.52389 -2.03906
H -0.42200 1.52026 -1.99793
C 0.55168 1.80963 0.61789
H 1.13287 2.08371 -0.26722
H -0.50855 2.01020 0.41962
C 1.03199 2.51963 1.85735
H 0.43297 2.24529 2.73496
H 2.08781 2.29382 2.05521
H 0.93749 3.60190 1.69565
*
```


- What is the largest force on an atom in the third record?
  4.6 eV/Å


- The highest largest force on an atom belongs to which entry?
  C4H7O3Pb